# 1
The following is a quantum chemistry calculation of C2H2HgMgO2 as an isolated structure at a distorted geometry, from OMol25.

Each line ends with the Löwdin spin population.
Cartesian coordinates (Å):
O -0.383 1.611 0.360  0.134
C 0.584 0.952 0.436  0.020
C 1.621 0.155 0.491  0.008
O -2.170 -0.903 -0.683  0.419
Hg -1.212 -2.410 -1.357  0.691
Mg -2.567 0.861 -0.312  0.726
H 1.798 -0.419 1.400  0.001
H 2.330 0.154 -0.337  0.001

Values from the calculation:
⟨S²⟩ = 2.007
Max |F| = 2.60 eV/A
Kohn-Sham gap (spin up / spin down) = 6.24 / 8.04 eV
Energy = -581.27928 Ha
HOMO (spin up / spin down) = -5.95 / -9.22 eV
Spin multiplicity = 3

# 2
The following is a quantum chemistry calculation of a 6-piece molecular cluster, C15H35BF4NO10 overall at a distorted geometry, from OMol25.

Each line ends with the Löwdin charge.
Cartesian coordinates (Å):
N -0.325 -0.338 -0.247  0.299
H 0.146 0.388 -0.796  0.073
H 0.226 -0.780 0.492  0.066
H -0.671 -1.157 -0.741  0.087
H -1.141 0.060 0.239  0.072
C 1.371 0.689 -3.749  -0.095
C 1.956 1.029 -2.409  -0.676
C 3.379 1.581 -2.646  -0.097
O 1.094 1.820 -1.672  -0.294
H 2.052 -0.047 -4.204  0.063
H 1.419 1.496 -4.488  0.072
H 0.345 0.325 -3.820  0.058
H 2.094 0.063 -1.875  0.087
H 3.384 2.498 -3.242  0.064
H 4.012 0.871 -3.190  0.053
H 3.927 1.824 -1.731  0.047
B -2.215 2.284 -1.723  -1.289
F -3.581 2.584 -1.547  0.075
F -2.121 0.917 -2.079  0.081
F -1.625 3.135 -2.647  0.121
F -1.586 2.456 -0.475  0.094
C 3.477 1.447 2.032  -0.051
C 1.993 1.378 2.408  -0.201
O 1.803 0.375 3.398  0.031
C 1.431 -0.865 3.065  -0.580
O 1.113 -1.257 1.969  0.109
O 1.252 -1.537 4.184  0.006
C 1.341 -2.958 4.183  -0.034
H 4.019 1.680 2.952  0.070
H 3.663 2.271 1.345  0.082
H 3.817 0.494 1.632  0.077
H 1.426 1.245 1.483  0.119
H 1.645 2.335 2.796  0.125
H 0.696 -3.523 3.510  0.095
H 1.008 -3.286 5.166  0.091
H 2.395 -3.164 4.000  0.101
C -1.951 -1.759 -5.098  -0.076
C -1.646 -2.218 -3.705  -0.206
O -0.233 -2.490 -3.600  0.063
C 0.239 -2.714 -2.405  -0.596
O -0.364 -3.016 -1.404  0.100
O 1.599 -2.639 -2.514  -0.013
C 2.351 -2.889 -1.355  -0.066
H -1.409 -2.315 -5.864  0.079
H -1.665 -0.718 -5.265  0.080
H -3.026 -1.769 -5.280  0.081
H -2.188 -3.159 -3.593  0.122
H -2.118 -1.492 -3.042  0.121
H 2.400 -3.978 -1.250  0.096
H 1.825 -2.553 -0.456  0.073
H 3.315 -2.389 -1.331  0.095
C -1.794 1.902 5.552  -0.057
C -1.601 1.899 4.034  -0.180
O -2.885 1.527 3.481  0.032
C -2.892 1.030 2.254  -0.572
O -1.934 0.553 1.695  0.100
O -4.153 1.040 1.821  0.031
C -4.291 0.567 0.473  -0.029
H -2.229 0.955 5.873  0.078
H -2.528 2.665 5.815  0.074
H -0.839 2.058 6.050  0.074
H -0.810 1.196 3.780  0.104
H -1.448 2.854 3.532  0.139
H -5.237 0.941 0.089  0.100
H -4.145 -0.499 0.303  0.099
H -3.559 1.073 -0.161  0.054

Values from the calculation:
Max |F| = 2.22 eV/A
Kohn-Sham gap = 5.26 eV
Energy = -1824.27956 Ha
HOMO = -3.07 eV
Charge = -1
Spin multiplicity = 1

# 3
The following is a quantum chemistry calculation of a single C4H5NO3 molecule at a distorted geometry, from OMol25.

Each line ends with the Löwdin charge.
Cartesian coordinates (Å):
O 3.044 0.025 -0.123  0.196
C 1.894 0.087 -0.188  -0.450
C 0.833 -0.859 0.183  -0.142
O -0.281 -0.994 -0.633  -0.143
C -1.380 -0.315 -0.205  -0.230
C -1.106 1.102 0.053  -0.152
N -0.056 1.780 -0.096  0.119
O 1.353 1.404 -0.448  -0.005
H 0.647 -0.391 1.246  0.182
H 0.885 -2.012 0.299  0.184
H -2.048 -0.301 -1.137  0.160
H -1.812 -1.065 0.614  0.177
H -1.973 1.540 0.437  0.106

Values from the calculation:
Max |F| = 4.38 eV/A
Kohn-Sham gap = 10.74 eV
Energy = -435.73168 Ha
HOMO = -10.21 eV
Structure (SMILES) = O=C1COCC=NO1
Spin multiplicity = 1

# 4
The following is a quantum chemistry calculation of C26H42Ge2RhS4SbSi3 as an isolated structure at a distorted geometry, from OMol25.

Each line ends with the Löwdin spin population.
Cartesian coordinates (Å):
Rh -1.136 0.232 -1.208  1.391
S -5.577 1.388 -1.719  0.177
Sb -3.588 0.583 -2.672  0.024
S -2.929 -1.255 -1.213  0.569
S -1.762 2.151 -2.204  0.580
S -3.594 0.037 -4.906  0.025
C 2.233 1.327 1.487  0.057
Si 1.037 0.335 2.560  0.207
C 1.437 -1.518 2.611  0.028
C 1.252 1.117 4.297  0.033
Ge -1.085 0.595 1.332  0.424
Si -1.897 2.837 1.576  0.051
C -1.972 3.274 3.469  0.017
C -3.654 2.950 0.891  0.015
C -0.756 4.159 0.724  -0.001
Si -2.675 -0.891 2.447  0.148
C -4.450 -0.361 2.010  0.045
C -2.616 -0.857 4.329  0.024
C -2.337 -2.688 2.021  0.011
H 3.144 0.764 1.267  0.006
H 2.532 2.238 2.023  0.002
H 1.890 1.630 0.500  0.003
H 2.390 -1.691 2.079  0.003
H 0.733 -2.124 2.034  0.002
H 1.440 -1.958 3.647  0.001
H 2.337 1.330 4.396  0.006
H 0.962 0.417 5.085  0.000
H 0.724 2.056 4.446  0.001
H -2.143 2.534 4.261  0.000
H -2.761 4.049 3.577  0.002
H -0.988 3.756 3.733  0.000
H -4.381 2.706 1.685  0.000
H -3.807 2.123 0.178  0.002
H -3.802 3.920 0.412  0.002
H 0.271 3.933 1.084  0.000
H -0.961 5.168 1.144  0.000
H -0.824 4.205 -0.343  0.001
H -4.748 0.395 2.776  0.000
H -5.192 -1.159 2.078  0.007
H -4.520 0.115 0.998  0.004
H -2.670 0.130 4.788  0.000
H -1.666 -1.347 4.662  0.000
H -3.426 -1.456 4.743  0.005
H -2.689 -3.302 2.892  0.002
H -1.279 -2.837 1.833  0.000
H -2.896 -2.987 1.133  0.001
C 1.822 2.435 -2.186  0.015
Ge 1.090 0.594 -2.105  0.018
C 1.157 0.105 -3.962  -0.011
C 0.013 -0.125 -4.709  0.002
C 0.134 -0.533 -6.047  0.000
C 1.405 -0.761 -6.584  0.000
C 2.538 -0.499 -5.849  -0.001
C 2.408 0.010 -4.539  -0.002
C 2.381 -0.515 -1.082  0.004
C 3.747 -0.202 -1.020  -0.001
C 4.681 -1.203 -0.587  0.001
C 4.328 -2.540 -0.532  0.000
C 2.993 -2.913 -0.690  0.002
C 2.640 -4.249 -0.541  -0.003
C 1.275 -4.608 -0.453  0.003
C 0.286 -3.630 -0.648  0.004
C 0.629 -2.303 -0.779  0.053
C 1.963 -1.869 -0.852  0.005
H 2.702 2.463 -2.831  0.001
H 2.061 2.795 -1.166  0.000
H 1.028 3.090 -2.584  0.004
H -0.976 0.009 -4.281  0.002
H -0.732 -0.634 -6.712  0.000
H 1.524 -1.178 -7.595  0.000
H 3.514 -0.612 -6.324  0.000
H 3.316 0.174 -4.005  0.000
H 4.133 0.812 -1.184  0.000
H 5.705 -0.875 -0.345  0.000
H 5.081 -3.270 -0.422  0.000
H 3.465 -4.989 -0.484  0.000
H 1.036 -5.650 -0.343  0.000
H -0.761 -3.896 -0.657  0.001
H -0.185 -1.455 -0.846  0.024

Values from the calculation:
⟨S²⟩ = 6.051
Max |F| = 3.02 eV/A
Kohn-Sham gap (spin up / spin down) = 6.26 / 3.11 eV
Energy = -7981.73428 Ha
HOMO (spin up / spin down) = -7.64 / -7.52 eV
Spin multiplicity = 5

# 5
The following is a quantum chemistry calculation of a single C4H2N2O molecule at a distorted geometry, from OMol25.

Each line ends with the Löwdin charge.
Cartesian coordinates (Å):
N 3.539 1.099 0.771  0.166
C 2.784 0.228 0.657  -0.231
C 1.639 -0.543 0.625  0.013
C 0.438 -0.628 0.706  0.113
C -1.018 -0.701 0.661  -0.554
N -1.623 0.497 0.446  0.172
O -1.588 -1.766 0.763  0.086
H -1.140 1.382 0.419  0.116
H -2.625 0.484 0.332  0.118

Values from the calculation:
Max |F| = 1.21 eV/A
Kohn-Sham gap = 10.41 eV
Energy = -338.30207 Ha
HOMO = -10.86 eV
Structure (SMILES) = N#CC#CC(N)=O
Spin multiplicity = 1

# 6
The following is a quantum chemistry calculation of C42H56As2NO5PSr as an isolated structure at a distorted geometry, from OMol25.

Each line ends with the Löwdin charge.
Cartesian coordinates (Å):
Sr -0.299 -1.063 2.311  1.448
O 3.295 0.215 4.429  0.165
C 2.423 -0.516 3.776  -0.510
O 2.406 -0.663 2.572  0.025
C 1.460 -1.240 4.726  -0.143
O 0.175 -0.675 4.915  -0.215
C 0.135 0.763 5.068  -0.091
C 0.129 1.647 3.787  -0.696
O 0.939 2.572 3.805  0.025
O -0.744 1.394 2.893  -0.186
H 3.884 0.697 3.801  0.102
H 1.969 -1.337 5.690  0.145
H 1.304 -2.253 4.338  0.132
H 0.967 1.083 5.696  0.130
H -0.802 0.936 5.595  0.137
C 0.687 1.033 -0.255  -0.457
C 1.909 1.306 -1.123  -0.471
As 3.478 0.217 -0.669  1.312
C 4.142 1.221 0.881  -0.391
C 3.533 2.364 1.390  -0.079
C 4.024 2.981 2.534  -0.069
C 5.151 2.478 3.169  -0.104
C 5.772 1.336 2.667  -0.108
C 5.259 0.707 1.540  -0.139
C 4.741 0.964 -1.974  -0.394
C 6.003 0.381 -2.053  -0.137
C 6.954 0.855 -2.944  -0.092
C 6.647 1.914 -3.787  -0.095
C 5.387 2.490 -3.731  -0.087
C 4.440 2.020 -2.829  -0.102
As -0.830 2.312 -0.454  1.337
C 0.262 3.920 -0.232  -0.405
C 0.377 4.379 1.078  -0.125
C 1.219 5.442 1.382  -0.087
C 1.938 6.068 0.375  -0.090
C 1.818 5.626 -0.937  -0.085
C 0.990 4.554 -1.239  -0.130
C -1.022 2.233 -2.397  -0.406
C -0.889 1.026 -3.078  -0.141
C -1.164 0.939 -4.436  -0.082
C -1.584 2.063 -5.134  -0.092
C -1.738 3.268 -4.462  -0.087
C -1.464 3.350 -3.104  -0.129
H 0.931 1.123 0.810  0.022
H 0.300 0.031 -0.458  0.037
H 2.193 2.355 -1.062  0.033
H 1.684 1.089 -2.169  0.061
H 2.662 2.795 0.918  0.082
H 3.504 3.842 2.932  0.106
H 5.542 2.965 4.054  0.109
H 6.653 0.937 3.155  0.107
H 5.728 -0.202 1.181  0.094
H 6.250 -0.462 -1.416  0.087
H 7.932 0.392 -2.987  0.101
H 7.384 2.283 -4.488  0.100
H 5.137 3.313 -4.388  0.102
H 3.468 2.496 -2.801  0.085
H -0.157 3.878 1.876  0.080
H 1.311 5.770 2.410  0.107
H 2.594 6.897 0.608  0.100
H 2.381 6.108 -1.727  0.101
H 0.919 4.208 -2.263  0.095
H -0.577 0.132 -2.547  0.083
H -1.051 -0.009 -4.948  0.103
H -1.797 1.998 -6.193  0.100
H -2.075 4.148 -4.996  0.101
H -1.596 4.296 -2.591  0.101
C -5.121 -1.881 -1.495  -0.079
C -4.066 -1.491 -0.453  -0.589
C -3.206 -0.351 -1.021  -0.129
C -4.786 -0.878 0.757  -0.100
P -2.901 -2.861 0.188  0.796
N -1.671 -2.272 0.923  -0.542
C -3.906 -3.993 1.363  -0.597
C -4.018 -3.299 2.728  -0.111
C -3.081 -5.261 1.632  -0.108
C -5.306 -4.421 0.909  -0.082
C -2.324 -3.912 -1.304  -0.599
C -1.776 -2.961 -2.377  -0.105
C -1.110 -4.742 -0.859  -0.111
C -3.352 -4.835 -1.966  -0.082
H -5.748 -1.008 -1.701  0.089
H -5.778 -2.681 -1.163  0.063
H -4.674 -2.179 -2.441  0.061
H -3.807 0.562 -1.067  0.088
H -2.840 -0.547 -2.024  0.047
H -2.356 -0.162 -0.366  0.020
H -5.272 0.048 0.438  0.086
H -4.078 -0.628 1.548  0.078
H -5.559 -1.526 1.160  0.057
H -3.055 -2.873 3.011  0.048
H -4.303 -4.043 3.478  0.082
H -4.765 -2.511 2.747  0.058
H -2.056 -5.008 1.906  0.074
H -3.062 -5.937 0.783  0.057
H -3.537 -5.803 2.466  0.082
H -6.001 -3.586 0.864  0.061
H -5.710 -5.133 1.636  0.087
H -5.301 -4.915 -0.059  0.062
H -1.084 -2.242 -1.937  0.066
H -2.558 -2.427 -2.907  0.061
H -1.229 -3.552 -3.117  0.084
H -0.420 -4.118 -0.292  0.057
H -0.599 -5.116 -1.752  0.081
H -1.379 -5.603 -0.254  0.054
H -4.241 -4.305 -2.304  0.062
H -3.667 -5.643 -1.312  0.060
H -2.896 -5.298 -2.847  0.087

Values from the calculation:
Max |F| = 1.13 eV/A
Kohn-Sham gap = 7.29 eV
Energy = -6908.63830 Ha
HOMO = -7.43 eV
Spin multiplicity = 1